No. 1
{"formula": "C28H36FN6O9SScSe", "method": "the ωB97M-V functional and the def2-TZVPD basis", "species": ["Sc", "C", "C", "O", "C", "C", "C", "N", "N", "C", "O", "C", "C", "C", "C", "C", "C", "H", "H", "H", "H", "H", "H", "H", "H", "H", "H", "H", "H", "C", "S", "C", "O", "H", "H", "H", "H", "H", "H", "C", "N", "C", "C", "N", "C", "C", "Se", "H", "H", "H", "H", "H", "H", "H", "H", "O", "C", "C", "C", "O", "H", "H", "H", "H", "H", "H", "F", "C", "C", "N", "C", "C", "O", "O", "C", "O", "N", "C", "O", "H", "H", "H", "H"], "xyz": [[0.45029, -1.17220, 0.17749], [3.88701, -3.51166, -1.24661], [3.31220, -2.32244, -0.50512], [2.12122, -2.49726, -0.05343], [4.08891, -1.19950, -0.33434], [3.68782, -0.03315, 0.42496], [4.76277, 0.79420, 1.08665], [2.44034, 0.25422, 0.55845], [2.15921, 1.31199, 1.42952], [1.02606, 1.10180, 2.03988], [0.27420, 0.05878, 1.92423], [0.57988, 2.14915, 3.01609], [-0.72516, 2.11611, 3.49501], [-1.17295, 3.09916, 4.36809], [-0.31874, 4.11329, 4.77987], [0.98922, 4.14696, 4.30653], [1.43286, 3.17301, 3.42467], [3.89549, -4.38168, -0.58380], [4.89734, -3.32629, -1.61310], [3.22635, -3.75829, -2.08066], [5.10712, -1.22979, -0.70435], [5.75247, 0.45152, 0.78277], [4.67582, 0.71741, 2.17258], [4.63771, 1.84986, 0.84309], [-1.39256, 1.35041, 3.13184], [-2.20276, 3.08018, 4.70453], [-0.67141, 4.88132, 5.45977], [1.65958, 4.94054, 4.61845], [2.44001, 3.19143, 3.02870], [1.53741, -2.45290, 4.67375], [1.40181, -2.94202, 2.94531], [2.91636, -3.90348, 2.83629], [0.29943, -3.94212, 2.93573], [1.45126, -3.35002, 5.28767], [0.70600, -1.77686, 4.86436], [2.47939, -1.93260, 4.85030], [3.77655, -3.28007, 3.08208], [2.97958, -4.22311, 1.79754], [2.82989, -4.75955, 3.50657], [-0.52212, -4.02947, -5.80184], [-0.45683, -5.30802, -5.13551], [-0.64271, -6.55248, -5.70776], [-0.53450, -7.46390, -4.72039], [-0.28286, -6.77202, -3.55156], [-0.13029, -7.32876, -2.22688], [-0.24042, -5.42486, -3.78856], [-0.03811, -4.10018, -2.55977], [-0.74010, -4.19539, -6.85590], [0.42430, -3.50027, -5.69046], [-1.29724, -3.41398, -5.34482], [-0.83295, -6.67888, -6.75845], [-0.61270, -8.53594, -4.74747], [-0.22795, -8.41162, -2.29079], [-0.88709, -6.91445, -1.56078], [0.84348, -7.05889, -1.81871], [-0.95778, -2.07710, -0.34768], [-0.82714, 1.36883, -3.33958], [-0.85953, 0.69868, -1.98581], [-2.13868, 0.49326, -1.27666], [0.21655, 0.33320, -1.51812], [-1.81425, 1.67256, -3.67883], [-0.37993, 0.67557, -4.05421], [-0.17761, 2.24270, -3.27579], [-3.00365, 0.75652, -1.88305], [-2.15599, 1.08857, -0.35376], [-2.12679, -0.57202, -0.95995], [-5.38126, 8.19804, 1.93208], [-4.65864, 7.57840, 0.97393], [-3.89162, 6.51713, 1.26877], [-3.11949, 5.88271, 0.33697], [-2.37185, 4.68914, 0.75275], [-3.28643, 3.53487, 1.26770], [-4.42771, 3.86820, 1.64961], [-2.70066, 2.44226, 1.30013], [-3.15408, 6.25578, -0.98288], [-2.52613, 5.72340, -1.87730], [-3.97483, 7.34699, -1.24658], [-4.75854, 8.08596, -0.37003], [-5.42064, 9.03523, -0.75711], [-3.85149, 6.10295, 2.26451], [-1.71521, 4.97016, 1.58003], [-1.75754, 4.36027, -0.07702], [-3.99897, 7.63051, -2.21382]], "lowdin_charge": [0.76, -0.04, -0.50, -0.20, -0.05, -0.35, -0.06, 0.00, 0.06, -0.46, -0.15, -0.13, -0.03, -0.09, -0.13, -0.12, -0.05, 0.07, 0.06, 0.05, 0.08, 0.06, 0.07, 0.07, 0.11, 0.10, 0.08, 0.08, 0.10, -0.25, 0.81, -0.25, -0.53, 0.05, 0.05, 0.05, 0.05, 0.03, 0.05, -0.07, -0.15, -0.08, -0.08, -0.15, -0.06, -0.76, 0.76, 0.08, 0.08, 0.08, 0.10, 0.10, 0.08, 0.08, 0.08, -0.62, -0.01, -0.44, -0.01, -0.01, 0.07, 0.08, 0.09, 0.08, 0.08, 0.06, 0.06, -0.19, 0.04, 0.01, -0.03, -0.69, -0.05, -0.03, -0.47, 0.06, 0.20, -0.43, 0.05, 0.15, 0.13, 0.12, 0.16], "e_tot_ev": -156592.945, "homo_lumo_gap_ev": 5.765, "e_above_lowest_kj_mol": 106.9, "charge": -2}

---

No. 2
{"formula": "C28H36N4NaO6", "method": "the ωB97M-V functional and the def2-TZVPD basis", "species": ["Na", "C", "C", "O", "C", "C", "O", "C", "C", "O", "C", "C", "O", "C", "C", "O", "H", "H", "H", "H", "H", "H", "H", "H", "H", "H", "H", "H", "H", "H", "H", "H", "H", "H", "H", "H", "O", "C", "C", "C", "C", "C", "C", "N", "H", "H", "H", "H", "H", "H", "H", "N", "C", "C", "C", "C", "C", "C", "N", "C", "C", "C", "C", "N", "C", "C", "H", "H", "H", "H", "H", "H", "H", "H", "H"], "xyz": [[1.28851, -0.27896, -2.26596], [-0.41360, -1.27468, -5.24257], [-0.41348, -2.57317, -4.54272], [0.33582, -2.49497, -3.30545], [1.35332, -3.50407, -3.15623], [2.79100, -3.05412, -3.21462], [2.98784, -1.96873, -2.33206], [3.61995, -2.17653, -1.05793], [2.58009, -2.48157, -0.05743], [1.53087, -1.53159, -0.05726], [1.08610, -1.23434, 1.29086], [-1.14194, -1.74687, 0.19754], [-1.10467, -0.01877, -1.60057], [-2.16015, -0.37370, -2.49709], [-1.90073, 0.16750, -3.89255], [-0.61664, -0.18084, -4.37242], [-1.16052, -1.27996, -6.00308], [0.53021, -1.02416, -5.67789], [0.02452, -3.34481, -5.16424], [-1.45368, -2.95495, -4.37378], [1.21078, -4.32505, -3.85941], [1.16240, -4.04820, -2.21145], [3.19000, -2.73752, -4.13610], [3.39294, -3.86236, -2.92956], [4.09524, -1.21234, -0.75407], [4.34579, -2.89317, -1.01005], [3.06448, -2.53318, 0.98590], [2.03505, -3.45409, -0.26954], [1.15988, -0.11188, 1.37006], [1.83870, -1.67072, 2.01750], [-2.07149, -2.18550, 0.46681], [-0.63875, -2.23800, -0.57561], [-3.15554, 0.04842, -2.17764], [-2.32553, -1.52494, -2.45691], [-2.06809, 1.26463, -4.03929], [-2.69542, -0.36628, -4.47459], [2.26437, 1.53630, -3.99287], [2.69243, 2.74755, -3.40192], [1.91002, 3.07109, -2.19653], [1.64966, 4.43857, -1.87555], [0.89263, 4.80921, -0.77259], [0.37087, 3.72520, -0.01701], [0.67226, 2.41446, -0.42593], [1.41384, 2.06300, -1.50465], [2.91754, 1.05011, -4.37371], [2.66289, 3.51529, -4.16598], [3.74418, 2.63290, -3.08815], [2.16908, 5.17240, -2.52060], [0.71350, 5.84507, -0.44159], [-0.24028, 3.78004, 0.88107], [0.29699, 1.56019, 0.13316], [-1.72576, -0.18917, 5.31290], [-1.98704, 0.76370, 6.31738], [-1.88675, 0.62029, 7.66681], [-2.01425, 1.79046, 8.44661], [-2.38096, 2.97472, 7.76914], [-2.56628, 3.07879, 6.34693], [-2.33412, 1.92281, 5.63521], [-2.36258, 1.68910, 4.25706], [-1.96975, 0.46100, 4.13497], [-1.70380, -0.15550, 2.82999], [-0.91020, -1.23094, 2.78402], [-0.27715, -1.80217, 1.45419], [-1.23345, -0.36166, -0.28341], [-1.95997, 0.56597, 0.39717], [-2.26869, 0.65426, 1.69962], [-1.69442, -1.17332, 5.45698], [-1.49453, -0.30457, 8.19641], [-1.87709, 1.73504, 9.48336], [-2.48735, 3.89133, 8.28172], [-2.89540, 3.99721, 5.91426], [-0.61168, -1.75805, 3.66868], [-0.23581, -2.89187, 1.60444], [-2.51806, 1.19855, -0.32838], [-3.03818, 1.34213, 2.09619]], "lowdin_charge": [0.41, -0.17, -0.16, -0.13, -0.15, -0.14, -0.16, -0.14, -0.20, -0.17, -0.14, -0.06, -0.13, -0.15, -0.16, -0.14, 0.13, 0.13, 0.12, 0.14, 0.13, 0.13, 0.12, 0.12, 0.16, 0.11, 0.15, 0.15, 0.14, 0.14, 0.13, 0.10, 0.14, 0.16, 0.15, 0.14, -0.02, -0.18, -0.26, -0.01, -0.04, -0.03, -0.10, 0.11, 0.04, 0.13, 0.14, 0.12, 0.12, 0.11, 0.08, 0.17, -0.21, -0.03, -0.07, -0.07, 0.01, -0.23, 0.18, -0.32, -0.14, 0.03, -0.24, -0.13, -0.10, -0.01, 0.14, 0.13, 0.08, 0.08, 0.10, 0.10, 0.15, 0.14, 0.11], "e_tot_ev": -52273.011, "homo_lumo_gap_ev": 7.859, "charge": 1}

---

No. 3
{"formula": "C28H36N6NiO", "method": "the ωB97M-V functional and the def2-TZVPD basis", "species": ["Ni", "C", "C", "C", "C", "C", "C", "C", "N", "N", "C", "C", "C", "C", "C", "C", "N", "C", "C", "C", "C", "C", "C", "N", "H", "H", "H", "H", "H", "H", "H", "H", "H", "H", "H", "H", "H", "H", "H", "H", "H", "H", "H", "H", "N", "C", "N", "C", "C", "C", "C", "C", "H", "H", "H", "H", "H", "H", "H", "H", "H", "H", "C", "O", "C", "C", "H", "H", "H", "H", "H", "H"], "xyz": [[-0.74769, 0.32801, -0.36662], [0.61230, -2.41495, 1.87991], [1.91139, -2.97250, 1.31842], [2.08879, -3.01333, -0.17545], [2.83148, -4.03482, -0.77596], [2.99009, -4.02015, -2.14872], [2.39556, -2.99763, -2.88479], [1.67019, -2.03670, -2.19875], [1.53125, -2.04195, -0.87750], [0.32499, -0.97851, 1.77785], [1.48777, -0.14419, 2.04053], [2.11324, 0.42815, 0.78903], [3.49355, 0.53010, 0.68420], [4.04783, 1.10807, -0.44183], [3.20129, 1.58059, -1.42708], [1.83285, 1.44973, -1.23855], [1.29193, 0.88574, -0.16118], [-0.80263, -0.68982, 2.63426], [-1.20146, 0.76606, 2.59640], [-1.67522, 1.40912, 3.73902], [-1.94103, 2.75289, 3.68626], [-1.72439, 3.41546, 2.50567], [-1.27865, 2.68629, 1.40720], [-1.03497, 1.39609, 1.44777], [0.62619, -2.68734, 2.95265], [-0.22676, -2.94953, 1.43358], [1.96258, -4.00131, 1.68347], [2.77389, -2.47032, 1.76935], [3.26371, -4.82527, -0.17374], [3.55721, -4.79972, -2.64264], [2.48297, -2.95253, -3.96188], [1.15569, -1.22878, -2.71648], [2.25284, -0.67564, 2.61434], [1.19919, 0.70962, 2.66068], [4.12155, 0.14040, 1.47687], [5.12277, 1.18649, -0.54888], [3.58203, 2.03905, -2.32941], [1.12872, 1.79940, -1.98416], [-0.60318, -0.98730, 3.68025], [-1.64740, -1.28685, 2.28659], [-1.80296, 0.84959, 4.65591], [-2.29604, 3.27949, 4.56234], [-1.89569, 4.47877, 2.41575], [-1.12741, 3.15371, 0.44623], [-3.12241, 2.02271, -0.75681], [-4.10690, 1.74870, -0.21147], [-5.24072, 1.43005, 0.42589], [-5.55119, 0.00809, 0.61834], [-5.24814, -0.41779, 2.04760], [-5.97379, 0.49384, 3.03580], [-5.58002, 1.94961, 2.80171], [-5.86462, 2.36154, 1.36534], [-4.97340, -0.56439, -0.10493], [-6.61335, -0.13902, 0.39890], [-4.16528, -0.34843, 2.20855], [-5.53664, -1.46118, 2.19060], [-5.75257, 0.20013, 4.06430], [-7.05580, 0.38295, 2.89972], [-4.51339, 2.06679, 2.98846], [-6.11139, 2.61585, 3.48743], [-5.49376, 3.36269, 1.15222], [-6.94295, 2.35459, 1.17814], [-1.93960, -2.60352, -0.90096], [-2.05088, -1.74362, -1.99557], [-1.47150, -0.46820, -1.82806], [-1.67812, 0.24604, -3.14451], [-0.91695, -2.97403, -0.79276], [-2.61972, -3.44358, -1.06939], [-2.21230, -2.07206, 0.02030], [-1.14088, -0.26081, -3.96682], [-1.33141, 1.27738, -3.08280], [-2.74544, 0.26385, -3.43093]], "lowdin_charge": [0.25, -0.18, -0.12, -0.28, -0.03, -0.07, -0.06, -0.12, 0.13, -0.15, -0.12, -0.25, -0.03, -0.07, -0.06, -0.12, 0.07, -0.15, -0.27, -0.03, -0.09, -0.05, -0.13, 0.07, 0.12, 0.11, 0.12, 0.11, 0.11, 0.10, 0.10, 0.10, 0.11, 0.13, 0.11, 0.11, 0.10, 0.11, 0.13, 0.12, 0.11, 0.11, 0.11, 0.10, 0.18, -0.26, -0.10, -0.14, -0.18, -0.20, -0.18, -0.15, 0.12, 0.12, 0.10, 0.11, 0.11, 0.11, 0.09, 0.11, 0.12, 0.12, -0.15, -0.21, -0.33, -0.14, 0.06, 0.08, 0.05, 0.06, 0.04, 0.07], "e_tot_ev": -81647.902, "homo_lumo_gap_ev": [5.755, 5.739], "charge": 0}

---

No. 4
{"formula": "C28H36O16S4Zn", "method": "the ωB97M-V functional and the def2-TZVPD basis", "species": ["Zn", "C", "C", "C", "O", "C", "C", "C", "O", "O", "O", "H", "H", "C", "C", "C", "O", "C", "C", "C", "O", "O", "O", "H", "H", "C", "C", "C", "S", "O", "O", "C", "H", "H", "H", "H", "H", "H", "H", "H", "C", "C", "C", "S", "O", "O", "C", "H", "H", "H", "H", "H", "H", "H", "H", "C", "C", "C", "S", "O", "O", "C", "H", "H", "H", "H", "H", "H", "H", "H", "C", "C", "C", "S", "O", "O", "C", "H", "H", "H", "H", "H", "H", "H", "H"], "xyz": [[7.95496, 19.17382, -20.64326], [11.60113, 14.53728, -16.19547], [11.72508, 13.22625, -16.81220], [11.32061, 13.21524, -18.36254], [11.24757, 12.21229, -19.04879], [10.81513, 14.43512, -19.01571], [10.69121, 15.53198, -18.30911], [11.09366, 15.65302, -16.81822], [11.08778, 16.74936, -16.14971], [10.20453, 16.52283, -18.99538], [12.00478, 12.17577, -16.21061], [11.91786, 14.57383, -15.16360], [10.52032, 14.46250, -20.05432], [8.30046, 13.62419, -24.38143], [8.20679, 12.61529, -23.32851], [7.28592, 12.92592, -22.06508], [7.28050, 12.01729, -21.20146], [6.74654, 14.27260, -21.96233], [7.00105, 15.19600, -22.90709], [7.68273, 14.83174, -24.22043], [7.83595, 15.64223, -25.19211], [6.76435, 16.41373, -22.48084], [8.88702, 11.62064, -23.15364], [8.84192, 13.37592, -25.28231], [6.30622, 14.45447, -20.99308], [12.28459, 18.53737, -26.23004], [12.96444, 17.51613, -25.48776], [12.32496, 17.52582, -24.04357], [11.92468, 19.37629, -23.63293], [12.94594, 19.97268, -22.77154], [10.50332, 19.40900, -23.19556], [12.11150, 19.83128, -25.45190], [11.30713, 18.16102, -26.53172], [12.73792, 18.72681, -27.20302], [14.02841, 17.74208, -25.41689], [13.04919, 16.53326, -25.95132], [12.81225, 16.93522, -23.26779], [11.33631, 17.07821, -24.14518], [12.91891, 20.55791, -25.36132], [11.28141, 20.42020, -25.84205], [3.28123, 20.77034, -25.30702], [2.73567, 19.84118, -24.25012], [3.11744, 20.47869, -22.86714], [4.59774, 21.51227, -23.24368], [5.69804, 21.02660, -22.45646], [4.32044, 22.94799, -23.30755], [4.75037, 21.02082, -24.99014], [2.73120, 21.70643, -25.21050], [3.15499, 20.33862, -26.29989], [3.12232, 18.82332, -24.30097], [1.64768, 19.80875, -24.30782], [3.53511, 19.72170, -22.20336], [2.37904, 21.13884, -22.41209], [5.32418, 20.09924, -25.08777], [5.31983, 21.74886, -25.56786], [5.31600, 16.59329, -14.87904], [4.37456, 17.78323, -14.38217], [4.49214, 18.94763, -15.44230], [4.66247, 18.07752, -17.07579], [5.81187, 18.58224, -17.83057], [3.37779, 18.07047, -17.69530], [5.03108, 16.35876, -16.36062], [4.94811, 15.72445, -14.33327], [6.35418, 16.82411, -14.64028], [4.71107, 18.06971, -13.38579], [3.34085, 17.43749, -14.37875], [5.44886, 19.42174, -15.22318], [3.77766, 19.77078, -15.44651], [5.90331, 16.00572, -16.91078], [4.14062, 15.74931, -16.51470], [11.75978, 24.60079, -19.57188], [12.41499, 24.06501, -18.32170], [11.71372, 22.73425, -17.83100], [9.95084, 23.04668, -18.36832], [9.10855, 23.44988, -17.21482], [9.53254, 21.95071, -19.23224], [10.26647, 24.55649, -19.35212], [12.10969, 24.01175, -20.41963], [12.07542, 25.60387, -19.85875], [12.28440, 24.82570, -17.55203], [13.47313, 23.97448, -18.56717], [11.83916, 22.34959, -16.81887], [12.00145, 21.93704, -18.51639], [10.00647, 25.43222, -18.75747], [9.56538, 24.57728, -20.18646]], "lowdin_charge": [0.46, 0.01, -0.34, -0.29, 0.08, 0.08, -0.34, -0.37, -0.04, 0.00, 0.00, 0.11, 0.14, 0.03, -0.36, -0.30, 0.03, 0.05, -0.33, -0.39, -0.05, -0.08, 0.03, 0.11, 0.12, -0.29, -0.25, -0.14, 0.74, -0.37, -0.41, -0.20, 0.13, 0.12, 0.11, 0.12, 0.10, 0.09, 0.08, 0.10, -0.26, -0.21, -0.18, 0.66, -0.40, -0.36, -0.22, 0.11, 0.11, 0.12, 0.10, 0.10, 0.10, 0.11, 0.10, -0.21, -0.20, -0.21, 0.67, -0.39, -0.35, -0.19, 0.10, 0.12, 0.10, 0.10, 0.09, 0.09, 0.10, 0.10, -0.26, -0.23, -0.16, 0.71, -0.37, -0.40, -0.23, 0.12, 0.11, 0.11, 0.11, 0.10, 0.09, 0.10, 0.11], "e_tot_ev": -154127.874, "homo_lumo_gap_ev": 2.358, "e_above_lowest_kj_mol": 835.4, "charge": -2}